Entry 1:
C58H114F21N6O18 | ωB97M-V/def2-TZVPD

Last column: Mulliken charge in e.
Cartesian coordinates (Å):
C1 -0.41 5.97 -2.63  -1.0921
C2 -0.89 4.65 -1.96  0.2388
C3 -0.57 4.80 -0.47  -1.0385
C4 -0.96 3.63 0.41  0.2063
N1 -1.17 3.92 1.91  0.8503
C5 0.11 4.20 2.66  -1.2531
C6 0.79 2.90 3.04  0.0208
C7 -0.37 1.93 3.22  0.7298
C8 -1.64 2.55 2.58  -0.3352
C9 -2.23 4.95 1.95  -1.6402
H1 0.59 6.28 -2.25  0.3648
H2 -1.14 6.85 -2.51  0.2812
H3 -0.29 5.77 -3.68  0.0754
H4 -0.40 3.78 -2.38  0.1494
H5 -1.98 4.59 -2.18  0.2352
H6 -1.03 5.72 -0.09  0.1208
H7 0.52 5.12 -0.43  0.0801
H8 -0.19 2.88 0.38  0.3735
H9 -1.94 3.22 0.08  -0.0539
H10 -0.23 4.74 3.53  0.5460
H11 0.78 4.78 2.10  0.6229
H12 1.25 3.09 3.97  0.6632
H13 1.49 2.53 2.32  -0.6203
H14 -0.46 1.64 4.28  0.3314
H15 -0.20 0.98 2.68  -0.8312
H16 -2.43 2.81 3.34  0.2754
H17 -2.06 1.95 1.78  -0.0599
H18 -2.56 4.97 2.98  0.5847
H19 -3.11 4.53 1.41  0.6154
H20 -1.94 5.94 1.65  0.5006
C10 2.71 -5.47 5.73  -0.9124
C11 4.05 -5.20 5.01  -1.0152
C12 4.03 -4.84 3.53  -0.2690
C13 3.27 -3.57 3.23  1.6364
N2 3.23 -3.19 1.73  1.0571
C14 2.85 -4.38 0.84  0.4240
C15 4.24 -4.92 0.40  -1.0289
C16 5.25 -3.83 0.62  -1.3114
C17 4.45 -2.60 1.07  0.8137
C18 2.20 -2.12 1.58  -0.4833
H21 2.02 -5.98 5.11  0.1043
H22 2.24 -4.49 5.87  0.0874
H23 2.90 -5.98 6.63  0.5039
H24 4.59 -6.17 5.02  0.4126
H25 4.54 -4.43 5.56  0.4143
H26 3.63 -5.72 3.00  0.3567
H27 5.07 -4.80 3.22  -0.0567
H28 3.74 -2.74 3.80  -0.5022
H29 2.26 -3.57 3.59  -0.7858
H30 2.38 -3.97 0.01  -0.2975
H31 2.17 -5.10 1.41  0.0690
H32 4.12 -5.18 -0.63  0.5250
H33 4.55 -5.86 0.94  0.4104
H34 5.71 -3.69 -0.38  0.4228
H35 6.02 -4.15 1.35  0.4806
H36 4.00 -2.04 0.25  0.2335
H37 4.87 -1.96 1.83  -0.9716
H38 1.22 -2.45 1.99  0.1569
H39 2.11 -1.74 0.53  -0.2683
H40 2.58 -1.37 2.19  0.7621
C19 1.00 5.92 -6.29  -0.8437
C20 0.17 4.70 -6.41  0.8223
O1 -0.76 4.78 -7.26  -0.7302
N3 0.36 3.70 -5.57  0.6000
H41 1.30 3.59 -5.18  -0.0253
H42 -13.51 -5.60 11.67  -0.0052
C21 -0.53 2.55 -5.47  -1.3879
H43 2.01 5.70 -5.83  -0.0165
H44 0.45 6.70 -5.70  0.2542
H45 1.20 6.37 -7.28  0.3521
H46 -1.35 2.68 -4.82  0.5177
H47 0.06 1.72 -5.11  0.2716
H48 -0.96 2.38 -6.46  0.4793
C22 -5.15 0.60 2.53  -1.0346
C23 -5.23 -0.90 2.62  0.9088
O2 -5.44 -1.46 3.67  -0.6433
N4 -5.25 -1.48 1.38  0.2295
H49 -4.92 -0.93 0.62  -0.0119
H50 -0.85 -3.06 3.47  -0.4898
C24 -5.20 -2.89 1.26  -0.7704
H51 -6.06 0.99 2.87  0.6011
H52 -5.01 0.97 1.53  0.1903
H53 -4.37 0.96 3.17  -0.0378
H54 -5.50 -3.30 0.28  0.0747
H55 -5.87 -3.37 1.97  0.4701
H56 -4.19 -3.35 1.44  0.3427
C25 4.30 0.01 4.79  -1.1873
C26 5.24 -0.48 3.67  1.0766
O3 6.05 -1.42 3.77  -0.6713
N5 4.98 0.17 2.52  0.0503
H57 0.29 -2.66 -1.81  -0.1700
H58 4.44 0.93 2.57  0.1745
C27 5.96 0.26 1.35  -1.0398
H59 4.75 0.80 5.46  0.4316
H60 4.07 -0.83 5.45  0.3688
H61 3.37 0.35 4.48  0.0099
H62 6.81 -0.40 1.47  0.3667
H63 6.30 1.25 1.22  0.3847
H64 5.39 0.04 0.48  0.1670
C28 -1.41 -0.19 -0.91  -1.8122
C29 -0.60 -0.43 0.31  0.7929
O4 0.51 0.13 0.50  -0.3587
N6 -1.11 -1.08 1.33  1.9739
H65 -0.61 -0.95 2.22  -0.7989
H66 2.02 0.69 0.45  0.1910
C30 -2.51 -1.25 1.50  1.0401
H67 -1.81 -0.97 -1.49  -0.2655
H68 -0.71 0.43 -1.45  0.5446
H69 -2.30 0.32 -0.58  0.2081
H70 -3.07 -0.33 1.73  0.1088
H71 -2.69 -1.82 2.42  -1.4199
H72 -2.96 -1.67 0.60  -0.0850
C31 1.96 -2.40 -3.01  0.5675
O5 1.18 -2.88 -4.02  -0.3867
O6 1.33 -2.68 -1.83  -0.2278
C32 3.34 -3.18 -3.04  0.2818
F1 4.07 -2.89 -4.14  -0.2576
F2 4.11 -2.89 -1.96  -0.0080
F3 3.09 -4.50 -2.92  -0.2877
C33 0.15 -2.07 -4.61  0.3380
C34 0.62 -1.48 -5.90  -1.1057
H73 0.90 -2.23 -6.57  0.4867
H74 -0.26 -0.94 -6.31  0.3687
H75 1.42 -0.83 -5.70  0.1072
H76 -0.27 -1.38 -3.82  -0.1125
H77 -0.69 -2.84 -4.69  0.1574
H78 2.22 -1.37 -3.11  0.3045
C35 4.01 2.97 -6.04  -0.2472
O7 4.19 4.23 -6.78  -0.4875
O8 3.01 2.96 -5.24  -0.6320
C36 3.67 1.82 -7.13  0.5373
F4 4.21 2.07 -8.34  -0.3177
F5 4.14 0.66 -6.63  -0.2366
F6 2.33 1.68 -7.35  -0.2321
C37 5.31 4.89 -6.24  -0.4009
C38 5.13 5.30 -4.74  -0.5133
H79 6.01 5.81 -4.39  0.4665
H80 4.29 5.99 -4.70  0.2331
H81 4.92 4.39 -4.16  -0.1859
H82 5.47 5.75 -6.78  0.4539
H83 6.24 4.22 -6.39  0.2788
H84 4.94 2.59 -5.67  0.4512
C39 -0.63 -5.07 2.92  2.1076
O9 -0.74 -5.38 1.60  -0.4405
O10 -1.43 -3.95 3.20  -0.7350
C40 -0.88 -6.28 3.92  0.6801
F7 -2.11 -6.78 3.84  -0.3097
F8 -0.10 -7.32 3.67  -0.3211
F9 -0.59 -5.92 5.19  -0.2408
C41 -2.06 -5.10 0.95  0.1755
C42 -1.71 -4.78 -0.48  -0.2853
H85 -1.58 -5.72 -0.97  0.5119
H86 -2.48 -4.21 -1.09  -0.1955
H87 -0.85 -4.14 -0.54  -0.3408
H88 -2.50 -4.26 1.44  -0.4716
H89 -2.65 -6.03 1.01  0.4041
H90 0.61 -4.75 3.05  -1.4671
C43 -5.64 4.10 0.70  -0.1398
O11 -5.95 3.80 -0.73  -0.3932
O12 -4.56 3.51 1.17  -0.6612
C44 -5.36 5.62 0.61  0.5648
F10 -6.37 6.38 0.16  -0.3085
F11 -4.95 6.08 1.80  -0.2770
F12 -4.31 5.91 -0.25  -0.2347
C45 -7.31 3.49 -1.00  -0.3270
C46 -7.54 2.05 -1.05  -0.8143
H91 -7.61 1.53 -0.10  0.2499
H92 -8.42 1.70 -1.58  0.4657
H93 -6.70 1.57 -1.50  -0.0556
H94 -7.47 3.95 -1.99  0.3200
H95 -7.97 4.14 -0.34  0.3168
H96 -6.59 4.08 1.21  0.5382
C47 -0.49 -2.00 5.42  -0.1083
O13 -1.79 -1.47 5.57  -0.5141
O14 -0.10 -2.13 4.06  -0.2255
C48 0.38 -0.97 6.21  0.5739
F13 1.72 -0.91 5.82  -0.1681
F14 -0.13 0.32 5.99  -0.3659
F15 0.38 -1.22 7.51  -0.3081
C49 -2.71 -2.52 5.20  1.1440
C50 -3.88 -2.41 6.14  -1.6945
H97 -4.61 -3.24 6.02  0.3068
H98 -3.46 -2.51 7.17  0.4265
H99 -4.34 -1.44 5.98  0.3551
H100 -2.25 -3.52 5.31  -0.0334
H101 -3.04 -2.27 4.17  -0.4604
H102 -0.51 -2.96 6.03  0.2842
C51 -3.87 -2.31 -2.88  -0.0411
O15 -3.78 -1.21 -3.73  -0.4681
O16 -3.17 -2.30 -1.77  0.0527
C52 -5.36 -2.64 -2.67  0.5937
F16 -6.17 -2.74 -3.82  -0.3354
F17 -5.49 -3.83 -2.07  -0.2671
F18 -5.93 -1.68 -1.83  -0.1711
C53 -3.68 0.04 -3.08  1.5483
C54 -4.57 1.05 -3.75  -1.5054
H103 -5.62 1.05 -3.42  0.2934
H104 -4.19 2.10 -3.61  0.3011
H105 -4.66 0.83 -4.86  0.2997
H106 -2.67 0.40 -3.12  -0.0261
H107 -3.88 -0.08 -2.02  -0.5431
H108 -3.74 -3.19 -3.56  -0.1527
C55 3.14 2.03 -0.64  -0.2037
O17 4.17 1.38 -1.29  -0.3248
O18 2.79 1.35 0.63  0.7102
C56 3.68 3.43 -0.29  -0.0606
F19 3.92 4.15 -1.35  -0.1713
F20 2.80 4.18 0.47  -0.1267
F21 4.86 3.33 0.40  -0.2856
C57 4.24 1.17 -2.73  1.5484
C58 5.28 0.12 -3.04  -1.2194
H109 5.07 -0.88 -2.71  -0.1207
H110 5.52 0.05 -4.15  0.2396
H111 6.29 0.43 -2.75  0.5072
H112 4.42 2.07 -3.27  -0.6411
H113 3.13 0.81 -2.94  -0.2143
H114 2.28 2.12 -1.24  0.7535

- total charge = -1
- F_max (eV/A) = 4.6
- E_LUMO (eV) = -5.256
- HOMO level (eV) = -5.9715
- electronic energy (Eh) = -6058.0229
- 2S+1 = 1

=====

Entry 2:
C58H114F21N6O21S7 | ωB97M-V/def2-TZVPD

Last column: Mulliken charge in e.
Cartesian coordinates (Å):
C1 21.96 -3.14 -32.50  -1.5655
C2 22.02 -1.84 -31.74  -0.3957
C3 20.72 -1.07 -31.64  -0.7237
N1 20.88 0.33 -31.10  0.9894
C4 21.94 0.51 -30.04  -0.8567
C5 21.19 1.31 -32.33  -0.0648
C6 19.79 1.55 -33.01  0.1912
C7 18.77 1.14 -31.99  -1.0242
C8 19.52 0.94 -30.64  -0.2909
H1 21.08 -3.73 -32.26  0.3335
H2 22.87 -3.71 -32.31  0.4259
H3 21.94 -2.94 -33.57  0.3655
H4 22.84 -1.26 -32.16  0.3679
H5 22.35 -2.07 -30.72  0.2752
H6 19.96 -1.48 -30.97  0.5851
H7 20.27 -0.96 -32.63  0.3441
H8 22.05 1.53 -29.69  -0.4610
H9 22.85 0.17 -30.53  0.5728
H10 21.67 -0.17 -29.23  0.4837
H11 21.55 2.29 -32.02  -0.2302
H12 22.04 0.80 -32.77  0.6235
H13 19.66 2.63 -33.07  -0.4848
H14 19.70 1.06 -33.97  0.3960
H15 18.00 1.91 -31.87  0.6224
H16 18.23 0.22 -32.23  0.1860
H17 19.59 1.80 -29.98  -0.1891
H18 19.13 0.18 -29.96  0.6860
C9 20.27 5.16 -23.32  -1.4159
C10 20.58 5.64 -21.89  -0.1307
C11 19.43 6.47 -21.34  -1.2778
N2 19.42 7.00 -19.91  0.5453
C12 17.98 7.53 -19.54  -1.0067
C13 20.47 8.22 -19.79  -0.3002
C14 21.14 7.88 -18.48  -0.5996
C15 21.36 6.35 -18.65  -0.6556
C16 19.94 5.90 -19.00  -0.5518
H19 19.89 4.16 -23.13  0.4663
H20 21.07 4.95 -24.02  0.2216
H21 19.57 5.71 -23.95  0.2462
H22 21.47 6.27 -21.91  0.3730
H23 20.76 4.72 -21.34  0.3776
H24 18.67 5.69 -21.29  0.5687
H25 19.21 7.20 -22.13  0.3760
H26 17.98 7.78 -18.48  0.3842
H27 17.34 6.68 -19.73  0.3847
H28 17.71 8.36 -20.20  0.3385
H29 19.99 9.19 -19.84  0.2537
H30 21.10 8.13 -20.68  0.1223
H31 20.51 8.08 -17.61  0.3315
H32 22.08 8.42 -18.41  0.4338
H33 21.75 5.92 -17.72  0.4183
H34 22.21 5.96 -19.21  0.3544
H35 19.25 5.86 -18.15  0.4366
H36 19.90 4.87 -19.34  0.2880
C17 21.77 12.31 -28.63  -1.3469
C18 20.44 12.70 -28.09  0.3826
C19 20.56 13.44 -26.74  -1.0728
N3 19.24 14.00 -26.11  0.4903
C20 18.34 12.81 -25.66  -1.4861
C21 18.33 14.93 -27.02  -0.5250
C22 17.95 16.09 -26.11  -0.7395
C23 19.13 16.29 -25.18  -0.4446
C24 19.56 14.90 -24.80  -0.0068
H37 22.43 11.73 -28.00  -0.0568
H38 22.40 13.11 -29.03  0.5124
H39 21.46 11.66 -29.45  0.6355
H40 19.90 11.77 -27.95  0.0187
H41 19.90 13.29 -28.83  0.3131
H42 20.96 14.44 -26.94  0.3097
H43 21.09 13.00 -25.89  0.2742
H44 18.23 12.24 -26.58  0.4704
H45 17.51 13.34 -25.20  0.5967
H46 18.88 12.09 -25.04  0.3603
H47 17.45 14.38 -27.35  0.3311
H48 18.92 15.21 -27.89  0.3712
H49 17.02 15.92 -25.56  0.3398
H50 17.89 16.91 -26.82  0.3732
H51 18.82 16.73 -24.23  0.4627
H52 19.90 16.99 -25.51  0.1983
H53 18.93 14.45 -24.03  0.3227
H54 20.61 14.79 -24.54  -0.0034
C25 21.08 3.40 -36.68  -1.6769
C26 21.56 4.12 -35.41  0.2309
C27 21.81 5.67 -35.54  -0.6631
N4 22.70 6.28 -34.44  0.4299
C28 21.95 6.27 -33.06  -0.3360
C29 20.89 7.41 -32.84  0.3676
C30 21.36 8.72 -33.29  -0.0771
C31 22.02 8.73 -34.66  -0.9512
C32 23.19 7.69 -34.75  -0.6742
C33 24.10 5.55 -34.31  -0.9079
H55 21.23 2.33 -36.60  0.4083
H56 21.77 3.59 -37.50  0.4242
H57 20.07 3.72 -36.95  0.3489
H58 22.41 3.53 -35.05  0.1937
H59 20.85 3.97 -34.59  -0.0007
H60 20.88 6.23 -35.56  0.5185
H61 22.34 5.98 -36.44  0.4330
H62 21.40 5.35 -32.86  -0.1915
H63 22.85 6.33 -32.43  0.3955
H64 20.02 7.10 -33.43  0.5232
H65 20.55 7.40 -31.81  -0.5482
H66 20.48 9.36 -33.36  0.4776
H67 22.14 9.15 -32.66  -0.5080
H68 21.27 8.72 -35.45  0.4289
H69 22.51 9.70 -34.80  0.5032
H70 23.50 7.61 -35.79  0.4617
H71 23.98 8.12 -34.13  0.4463
H72 24.58 5.56 -35.29  0.3674
H73 23.94 4.53 -33.97  0.0302
H74 24.65 6.05 -33.51  0.5645
C34 22.71 18.04 -24.43  -1.3998
C35 23.88 17.22 -24.98  -0.4268
C36 23.61 16.45 -26.31  0.0495
N5 24.84 15.58 -26.77  0.4495
C37 24.22 14.83 -28.02  -0.3244
C38 25.22 13.86 -28.59  -0.8008
C39 26.02 12.94 -27.50  -0.0089
C40 26.47 13.72 -26.26  -1.3546
C41 25.36 14.62 -25.72  0.1434
C42 25.91 16.55 -27.36  -0.9763
H75 21.80 17.47 -24.22  0.2085
H76 22.47 18.89 -25.08  0.3690
H77 23.02 18.42 -23.46  0.4413
H78 24.26 16.50 -24.26  0.3397
H79 24.82 17.77 -25.01  0.4194
H80 23.43 17.06 -27.20  0.5223
H81 22.80 15.73 -26.21  -0.4249
H82 23.55 14.14 -27.51  -0.1381
H83 23.72 15.50 -28.71  0.5699
H84 24.83 13.21 -29.37  0.4572
H85 26.01 14.42 -29.08  0.4047
H86 25.31 12.17 -27.21  -0.5023
H87 26.81 12.29 -27.88  0.6200
H88 26.57 13.05 -25.41  0.6199
H89 27.39 14.28 -26.44  0.4171
H90 24.46 14.02 -25.55  -0.4006
H91 25.69 15.14 -24.82  0.4989
H92 25.42 17.37 -27.90  0.2976
H93 26.69 16.06 -27.94  0.3861
H94 26.42 16.97 -26.50  0.4260
C43 24.05 9.67 -25.79  -1.2662
C44 22.68 9.19 -26.10  1.2164
C45 22.78 7.93 -27.02  -0.2698
N6 21.47 7.39 -27.62  0.9896
C46 21.75 6.86 -29.00  -0.4602
C47 22.76 5.67 -29.00  -0.3871
C48 22.18 4.50 -28.25  0.1668
C49 21.70 4.92 -26.88  -1.1909
C50 20.79 6.19 -26.86  0.0008
C51 20.35 8.50 -27.67  -1.0891
H95 24.74 9.69 -26.64  0.2804
H96 24.51 9.14 -24.95  0.5001
H97 24.06 10.69 -25.41  -0.0782
H98 22.10 10.00 -26.54  -0.6046
H99 22.29 8.83 -25.15  0.1176
H100 23.26 7.10 -26.51  -0.0914
H101 23.40 8.13 -27.90  0.1657
H102 22.06 7.77 -29.52  0.6105
H103 20.83 6.69 -29.58  -0.0518
H104 23.78 5.85 -28.66  0.2381
H105 22.83 5.39 -30.05  -0.0482
H106 22.90 3.72 -27.99  0.5604
H107 21.37 4.12 -28.86  -0.3735
H108 22.61 5.06 -26.29  0.2432
H109 21.26 4.10 -26.32  0.7847
H110 20.58 6.55 -25.86  -0.1693
H111 19.82 6.09 -27.35  0.2722
H112 19.37 8.09 -27.93  0.3264
H113 20.68 9.22 -28.41  0.1845
H114 20.29 8.80 -26.62  0.3314
C52 22.45 11.00 -22.55  0.6025
F1 21.13 11.17 -22.74  -0.1808
F2 22.74 10.67 -21.31  -0.2340
F3 22.77 10.02 -23.27  -0.2229
S1 23.42 12.58 -23.10  1.0283
O1 23.22 13.56 -22.00  -0.7655
O2 24.88 12.22 -23.34  -0.6557
O3 22.77 13.07 -24.36  -0.5941
C53 17.35 6.34 -30.49  0.3544
F4 17.40 6.38 -29.14  -0.1522
F5 16.07 6.65 -30.87  -0.2754
F6 18.18 7.12 -30.97  -0.2156
S2 17.96 4.55 -31.15  1.1776
O4 17.72 4.57 -32.57  -0.7029
O5 19.33 4.56 -30.80  -0.7291
O6 17.14 3.59 -30.40  -0.6733
C54 25.60 2.19 -29.95  0.4714
F7 25.59 3.18 -29.08  -0.2266
F8 26.76 1.55 -29.89  -0.2661
F9 24.61 1.36 -29.67  -0.1794
S3 25.32 2.93 -31.72  1.2315
O7 26.46 2.36 -32.53  -0.7494
O8 23.98 2.61 -32.17  -0.5866
O9 25.47 4.38 -31.39  -0.6416
C55 26.25 10.38 -30.31  0.4611
F10 27.22 9.58 -30.73  -0.2308
F11 26.12 10.34 -29.00  -0.1741
F12 26.63 11.61 -30.57  -0.2596
S4 24.55 10.21 -31.13  1.0625
O10 23.88 9.00 -30.66  -0.4231
O11 23.83 11.42 -30.74  -0.7450
O12 24.84 10.10 -32.57  -0.7248
C56 16.51 7.27 -23.62  0.4898
F13 16.49 8.13 -22.66  -0.2190
F14 17.07 6.12 -23.26  -0.1939
F15 15.25 7.09 -24.02  -0.2388
S5 17.61 8.13 -25.06  0.9465
O13 17.52 7.22 -26.20  -0.5803
O14 17.00 9.43 -25.43  -0.7012
O15 18.88 8.25 -24.37  -0.4141
C57 26.32 5.13 -26.26  0.5117
F16 25.01 4.92 -26.21  -0.1386
F17 26.91 4.17 -26.93  -0.2273
F18 26.52 6.22 -26.98  -0.2290
S6 26.99 5.38 -24.45  1.0747
O16 26.15 6.44 -23.79  -0.5957
O17 26.81 4.07 -23.78  -0.6985
O18 28.39 5.71 -24.62  -0.6779
C58 21.56 0.30 -26.02  0.5179
F19 21.56 -0.56 -24.94  -0.2446
F20 22.10 1.51 -25.78  -0.1904
F21 22.48 -0.05 -26.92  -0.2281
S7 19.82 0.58 -26.78  0.9868
O19 18.90 0.65 -25.60  -0.6627
O20 19.96 1.79 -27.59  -0.4014
O21 19.70 -0.59 -27.72  -0.7015

- total charge = -1
- F_max (eV/A) = 6.6
- E_LUMO (eV) = 0.275
- HOMO level (eV) = -5.3387
- electronic energy (Eh) = -9071.2489
- 2S+1 = 1

=====

| no. | HOMO-LUMO gap (eV) |
| --- | --- |
| 1 | 0.715 |
| 2 | 5.614 |